No. 1
The following is a DFT calculation (ωB97M-V/def2-TZVPD) of a structure of composition C49H56O3P2PbSSi.

For the frontier orbital gap, the calculation gives 6.80 eV. The LUMO energy is 0.0030 hartree. The calculation puts the total energy at -100402.50372 eV. The calculation puts the molar mass at 1022.3 g mol⁻¹. Its spin multiplicity is 1.

Last column: Mulliken charge in e.
Atoms and positions in Å:
Pb 0.4358 -0.0531 -0.3314  2.132
O 0.6779 -0.4111 4.6515  -0.849
S 0.5410 -0.6544 3.1864  1.661
C 0.0390 -2.3905 3.0280  -0.139
C 0.4775 -3.2401 4.0354  -0.194
C 0.1151 -4.5760 4.0318  -0.836
C -0.7289 -5.0523 3.0403  -0.810
C -1.2282 -4.1915 2.0766  -0.447
C -0.8618 -2.8454 2.0513  0.027
P -1.7155 -1.6590 0.9188  0.874
C -3.0857 -1.2179 2.0668  0.160
C -4.1370 -2.1010 2.3188  -0.390
C -5.0913 -1.7953 3.2748  -0.834
C -5.0049 -0.6122 3.9989  -0.683
C -3.9599 0.2657 3.7586  -0.594
C -3.0078 -0.0298 2.7902  0.397
C -2.5359 -2.6913 -0.3464  0.769
C -3.8173 -2.3534 -0.7902  -1.109
C -4.4246 -3.0811 -1.8029  -0.695
C -3.7532 -4.1379 -2.4022  -0.758
C -2.4628 -4.4497 -2.0003  -0.825
C -1.8533 -3.7276 -0.9837  -0.525
C 2.2356 -0.6709 2.5438  0.396
C 3.0328 -1.8073 2.6365  -0.577
C 4.3722 -1.7592 2.2991  -0.757
C 4.9342 -0.5591 1.8963  -1.021
C 4.1447 0.5732 1.7995  -1.192
C 2.7836 0.5500 2.1149  -0.006
P 1.9357 2.0812 1.5382  0.983
C 2.9753 3.3639 2.3791  0.275
C 3.1011 4.5962 1.7451  -0.451
C 3.7756 5.6448 2.3614  -0.562
C 4.3332 5.4665 3.6178  -0.568
C 4.2322 4.2323 4.2506  -0.780
C 3.5624 3.1857 3.6339  -0.379
C 0.3530 2.4428 2.4173  0.752
C -0.6878 2.8864 1.6017  -0.373
C -1.8561 3.4044 2.1472  -0.503
C -1.9945 3.4866 3.5241  -0.706
C -0.9732 3.0269 4.3480  -0.851
C 0.1913 2.5092 3.8016  -0.022
H 1.0906 -2.8296 4.8295  0.626
H 0.4867 -5.2392 4.8029  0.392
H -1.0319 -6.0926 3.0369  0.485
H -1.9360 -4.5704 1.3519  0.452
H -4.2049 -3.0416 1.7878  0.386
H -5.9017 -2.4898 3.4625  0.423
H -5.7508 -0.3797 4.7486  0.407
H -3.8761 1.1880 4.3203  0.430
H -2.2025 0.6726 2.5982  -0.125
H -4.3403 -1.5170 -0.3435  0.496
H -5.4230 -2.8152 -2.1297  0.431
H -4.2300 -4.7058 -3.1917  0.400
H -1.9195 -5.2522 -2.4847  0.467
H -0.8360 -3.9662 -0.6926  0.175
H 2.6063 -2.7537 2.9284  0.397
H 4.9610 -2.6672 2.3212  0.402
H 5.9836 -0.5102 1.6332  0.409
H 4.5869 1.5002 1.4531  0.552
H 2.6613 4.7357 0.7629  0.367
H 3.8737 6.5981 1.8555  0.423
H 4.8480 6.2862 4.1043  0.372
H 4.6788 4.0858 5.2272  0.418
H 3.5087 2.2208 4.1254  0.362
H -0.5728 2.8636 0.5225  -0.047
H -2.6498 3.7504 1.4951  0.471
H -2.8982 3.9017 3.9541  0.443
H -1.0770 3.0786 5.4259  0.417
H 0.9716 2.1491 4.4611  0.360
O 3.0966 -3.5801 -0.2416  -0.644
C 2.0471 -2.9645 -0.2409  0.032
O 1.8544 -1.7629 -0.7038  -0.491
H 1.1456 -3.4506 0.1738  0.330
C -2.5417 -0.3344 -3.6582  -2.118
C -1.6871 0.9104 -3.3941  3.460
C -1.8425 1.8669 -4.5859  -1.832
C -2.2724 1.5793 -2.1359  -1.804
Si 0.1434 0.3966 -3.0375  -1.835
C 1.3461 1.9206 -3.1792  3.083
C 1.6276 2.3481 -4.6268  -1.852
C 0.7547 3.1241 -2.4273  -2.390
C 2.7012 1.6049 -2.5092  -1.806
C 0.7394 -1.0273 -4.1997  2.981
C 2.2663 -1.1947 -4.0999  -2.216
C 0.3777 -0.7910 -5.6743  -1.783
C 0.1246 -2.3580 -3.7426  -1.739
H -3.6030 -0.0515 -3.6724  0.651
H -2.3138 -0.7984 -4.6193  0.240
H -2.4115 -1.0861 -2.8766  0.083
H -2.9090 2.0420 -4.7792  0.534
H -1.4039 1.4542 -5.4982  0.299
H -1.3822 2.8390 -4.3967  0.378
H -3.3062 1.8929 -2.3290  0.616
H -1.7111 2.4638 -1.8231  0.204
H -2.2965 0.8773 -1.2913  0.061
H 0.7156 2.6063 -5.1698  0.338
H 2.1455 1.5653 -5.1866  0.346
H 2.2767 3.2340 -4.6273  0.513
H -0.1953 3.4583 -2.8505  0.291
H 1.4526 3.9688 -2.4849  0.627
H 0.6047 2.9066 -1.3638  0.520
H 3.3144 0.9388 -3.1136  0.265
H 2.6031 1.1435 -1.5212  0.242
H 3.2630 2.5365 -2.3682  0.528
H 2.8004 -0.3809 -4.5961  0.349
H 2.5544 -2.1258 -4.6040  0.635
H 2.6057 -1.2673 -3.0625  0.233
H 0.7393 0.1736 -6.0401  0.264
H -0.6992 -0.8345 -5.8497  0.285
H 0.8410 -1.5730 -6.2897  0.559
H 0.4427 -2.5965 -2.7227  -0.152
H 0.4792 -3.1658 -4.3981  0.634
H -0.9643 -2.3574 -3.7761  0.300

No. 2
The following is a DFT calculation (ωB97M-V/def2-TZVPD) of a structure of composition C49H57BrCdF4O4PSSe.

For the frontier orbital gap, the calculation gives 2.03 eV. The LUMO energy is -0.0515 hartree. As for the relative energy (zero: lowest compared OMol25 entry of this formula, charge and spin): 0.0 kcal per mole. The calculation puts the total energy at -230866.48493 eV. The net charge is -1. The calculation puts the molar mass at 1120.3 g mol⁻¹. Its spin multiplicity is 1.

Last column: Mulliken charge in e.
Atoms and positions in Å:
Cd -0.5714 2.4599 -2.2289  1.192
C -4.7791 -4.0302 -4.0340  -1.430
C -3.5886 -3.9532 -3.0167  2.067
C -4.0951 -4.1587 -1.5427  -1.931
C -2.5958 -5.1026 -3.5037  -1.471
C -2.8993 -2.5816 -3.1319  0.091
C -2.7960 -1.6273 -2.1361  -0.629
C -2.0054 -0.4525 -2.3051  -0.482
Se -1.6447 0.6960 -0.7338  -0.069
C -3.3595 1.6665 -0.5217  -0.449
C -4.6096 1.1299 -0.1221  -0.419
C -5.6625 1.9600 0.1918  -0.456
C -5.3627 3.3483 0.4249  -0.402
C -4.2381 3.9333 -0.0699  0.138
C -3.2855 3.0557 -0.8179  0.945
O -2.5062 3.5992 -1.6993  -1.111
C -3.7987 5.3939 0.1756  2.141
C -4.4096 5.8878 1.5154  -1.684
C -4.4806 6.1455 -1.0021  -1.553
C -2.3172 5.6252 0.1730  -1.690
C -7.1216 1.4240 0.1085  1.986
C -7.3760 0.2453 1.0877  -1.416
C -8.1022 2.5618 0.3448  -1.816
C -7.4074 0.8969 -1.3353  -1.499
C -1.3823 -0.2164 -3.5931  1.569
O -0.7609 0.8202 -3.8274  -1.196
C -1.5789 -1.1895 -4.6526  -0.480
C -2.2388 -2.3444 -4.3441  -0.415
C -1.4487 -0.7167 -6.1016  1.852
C -2.1244 0.6856 -6.4554  -1.437
C -2.1556 -1.6275 -7.1580  -1.941
C 0.0349 -0.7300 -6.4867  -1.646
H -5.0314 -5.1265 -4.1626  0.347
H -5.6709 -3.5228 -3.6623  0.371
H -4.5718 -3.5868 -5.0115  0.274
H -4.6813 -5.0771 -1.3070  0.371
H -3.3281 -4.1193 -0.7743  0.408
H -4.8477 -3.4079 -1.2941  0.385
H -2.8227 -6.1044 -3.0696  0.387
H -2.6941 -5.2306 -4.5845  0.429
H -1.4800 -4.9061 -3.3348  0.250
H -3.4065 -1.8105 -1.2355  0.210
H -4.8393 0.0765 -0.0985  0.068
H -5.9798 3.9326 1.0311  0.440
H -5.5321 5.7949 1.5544  0.333
H -3.9802 5.2883 2.3717  0.379
H -4.1377 6.9246 1.7188  0.442
H -5.5627 6.0508 -1.0045  0.288
H -4.2406 7.2534 -0.8753  0.378
H -4.0476 5.7742 -1.9243  0.382
H -1.8881 4.7439 0.6329  0.303
H -1.9248 5.7647 -0.8278  0.278
H -1.9602 6.4335 0.8162  0.451
H -7.4915 0.6009 2.1417  0.331
H -8.3376 -0.3076 0.7982  0.361
H -6.4994 -0.4850 1.0635  0.232
H -8.0502 2.9402 1.4545  0.280
H -7.8649 3.4767 -0.2622  0.348
H -9.1712 2.3052 0.1800  0.376
H -6.7480 0.0779 -1.6619  0.258
H -8.4548 0.5980 -1.3677  0.487
H -7.3002 1.7327 -2.1358  0.287
H -2.3361 -3.1508 -5.0571  0.326
H -3.2180 0.5957 -6.0988  0.325
H -1.6745 1.5058 -5.8622  0.233
H -2.1239 0.8849 -7.5797  0.396
H -3.2179 -1.6486 -6.8688  0.403
H -2.0846 -1.2440 -8.1799  0.477
H -1.7451 -2.6510 -7.2817  0.321
H 0.5840 -0.0659 -5.8164  0.292
H 0.5133 -1.7320 -6.2957  0.318
H 0.0998 -0.4546 -7.5466  0.417
F 5.9487 -2.4716 10.0264  -0.329
C 6.1847 -2.8034 8.7688  0.209
C 6.3735 -4.1235 8.4171  0.137
F 6.3931 -5.1916 9.1708  -0.306
C 6.5187 -4.3148 7.0244  0.144
F 6.6468 -5.6201 6.6451  -0.476
C 6.6317 -3.3398 5.9989  1.241
P 6.4060 -3.6915 4.2391  -0.577
C 5.3552 -5.1972 3.8536  0.699
C 4.8625 -5.2040 2.5225  -0.637
C 4.2935 -6.3718 1.9793  -0.345
C 3.8128 -7.3233 2.8152  -0.561
C 3.9407 -7.0777 4.1901  -0.556
C 4.8606 -6.1524 4.7746  -0.312
C 8.1086 -4.4458 4.1884  0.446
C 9.0835 -3.4396 3.9220  -0.550
C 10.3700 -3.7618 3.7113  -0.389
C 10.8490 -5.0493 3.9593  -0.396
C 9.9277 -6.0957 4.2261  -0.572
C 8.5194 -5.7598 4.3904  0.056
C 6.7705 -2.0600 6.4490  -1.455
Br -1.6943 6.3221 8.6899  -0.185
C 6.6144 -1.7488 7.8378  0.528
F 6.3632 -0.5082 8.2765  -0.263
H 5.0887 -4.3285 1.9114  0.370
H 4.2583 -6.4615 0.8980  0.364
H 3.3492 -8.2334 2.4944  0.396
H 3.5252 -7.7595 4.9387  0.302
H 5.0847 -6.0650 5.8401  0.349
H 8.7733 -2.3905 3.7357  0.286
H 10.9742 -2.9062 3.4041  0.313
H 11.9095 -5.2605 3.8357  0.329
H 10.2657 -7.1645 4.0704  0.259
H 7.8124 -6.5102 4.7691  0.295
H -2.6391 7.2551 8.3441  0.185
O 4.6051 3.7574 -1.3029  -0.166
C 4.5892 3.2799 -2.3723  0.168
C 5.7382 10.5989 -1.1214  -0.904
S 5.4974 9.0478 -2.1672  0.488
C 3.5204 8.9785 -2.1655  -0.855
O 5.7757 9.2770 -3.6192  -0.588
H 6.8193 10.7227 -1.1483  0.316
H 5.3578 10.4786 -0.0808  0.320
H 5.2636 11.3531 -1.6681  0.323
H 3.2462 8.4104 -3.0644  0.302
H 3.2332 10.0145 -2.1056  0.286
H 3.2267 8.4072 -1.2862  0.312